Entry 1:
DFT (the ωB97M-V functional and the def2-TZVPD basis) results for a structure of composition C8H22CoI2N4S.

Geometry (Å):
Co 0.038 0.806 0.162
N -0.975 1.903 -1.171
C -2.459 1.816 -1.389
C -2.975 0.440 -1.777
C -3.020 -0.578 -0.633
C -1.866 -1.561 -0.569
N -0.539 -0.897 -0.769
H -0.765 2.875 -0.951
H -0.534 1.769 -2.082
H -2.704 2.536 -2.171
H -2.943 2.155 -0.472
H -2.432 0.064 -2.653
H -3.992 0.598 -2.137
H -3.937 -1.165 -0.697
H -3.087 -0.041 0.312
H -1.971 -2.336 -1.330
H -1.844 -2.057 0.401
H -0.467 -0.681 -1.761
H 0.181 -1.600 -0.618
I 1.380 -0.719 2.089
C -0.317 -0.487 3.350
I -1.528 1.062 2.554
H 0.018 -0.208 4.341
H -0.883 -1.410 3.360
C 1.435 3.850 2.682
N 2.590 2.994 2.412
C 2.819 2.353 1.280
S 1.693 2.403 -0.049
N 3.973 1.723 1.103
C 5.070 1.716 2.064
H 1.552 4.256 3.683
H 0.514 3.276 2.638
H 1.395 4.671 1.969
H 3.314 2.972 3.115
H 4.120 1.335 0.185
H 4.790 1.173 2.969
H 5.371 2.734 2.316
H 5.921 1.217 1.611

- Multiplicity: 2
- Energy relative to the best compared isomer or geometry (same formula, charge and spin): 0.00 kJ/mol
- E_LUMO (alpha / beta): -7.4 / -6.8 eV
- Total charge: +2



Entry 2:
DFT (the ωB97M-V functional and the def2-TZVPD basis) results for a cluster of 2 separate species, C2H5NOS in total in a non-equilibrium geometry.

Geometry (Å):
C 1.311 -1.673 1.075
C -0.439 1.365 -0.695
N -0.837 -0.006 -0.263
O 2.128 -2.182 1.753
S -1.063 -0.288 1.325
H 1.301 -1.357 0.015
H -1.287 2.028 -0.344
H 0.484 1.450 -0.065
H -0.360 1.405 -1.818
H -1.238 -0.742 -0.983

- Multiplicity: 1
- Energy relative to the best compared isomer or geometry (same formula, charge and spin): 389.99 kJ/mol
- E_LUMO (alpha / beta): 0.3 / -0.4 eV
- Total charge: 0